(1)
This record from OMol25 describes a single C6H9N3O3S molecule at a distorted geometry. The level of theory is the ωB97M-V functional and the def2-TZVPD basis.

CARTESIAN COORDINATES (ANGSTROEM)
1 C 0.7836 2.2891 -1.9067
2 C 1.2637 2.6006 -3.1804
3 C 1.5187 0.4890 -2.9061
4 C 0.8506 0.8986 -1.7792
5 C -1.5903 1.1283 1.8718
6 C 0.0645 -2.7587 0.2950
7 N -0.4856 0.4419 1.3011
8 N -0.3702 0.7299 0.1034
9 N 0.4878 0.1462 -0.6921
10 O 1.6614 -2.5506 -1.9005
11 O 1.6574 1.4552 -3.7565
12 O 1.6307 -0.7174 -0.1961
13 S 1.7413 -2.3749 -0.4651
14 H 0.3290 2.9016 -1.2223
15 H 1.1790 3.5434 -3.8734
16 H 1.7860 -0.5428 -3.2507
17 H -2.1639 0.5126 2.4977
18 H -2.0051 1.7513 1.0620
19 H -1.1783 1.9181 2.4611
20 H 0.1852 -2.8457 1.4076
21 H -0.0623 -3.7688 -0.0682
22 H -0.8266 -2.1689 0.1752

Output
* Kohn-Sham gap (spin up / spin down): 6.297 / 6.014 eV
* ⟨S²⟩: 2.02
* E: -1021.85181 a.u.
* spin multiplicity: 3
* net charge: 0
* energy relative to the best compared isomer or geometry (same formula, charge and spin): 505.3 kJ/mol

Löwdin population analysis, charges in e, atoms 1 to 6: atom 1 (C): 0.002, atom 2 (C): -0.094, atom 3 (C): -0.083, atom 4 (C): -0.233, atom 5 (C): -0.111, atom 6 (C): -0.219

***

(2)
This record from OMol25 describes a molecular structure, C17H14F6MgNO7S2Te. The level of theory is the ωB97M-V functional and the def2-TZVPD basis.

CARTESIAN COORDINATES (ANGSTROEM)
1 Mg -0.1876 0.4491 0.2289
2 C -2.0045 -5.3043 -3.1044
3 O -2.3472 -4.2246 -3.9514
4 C -2.0912 -2.9717 -3.4926
5 C -2.4096 -1.9327 -4.4008
6 C -2.1770 -0.6468 -4.0237
7 C -1.6278 -0.2995 -2.7628
8 C -1.4042 1.0763 -2.4406
9 C -1.7957 2.1608 -3.4220
10 O -0.8983 1.4820 -1.3743
11 C -1.3204 -1.3544 -1.8380
12 O -0.8559 -1.1790 -0.6652
13 C -1.5705 -2.6961 -2.2594
14 H -2.2385 -6.2093 -3.6595
15 H -2.5852 -5.2832 -2.1788
16 H -0.9403 -5.2906 -2.8577
17 H -2.8230 -2.1867 -5.3665
18 H -2.4206 0.1419 -4.7226
19 H -2.8709 2.1479 -3.6051
20 H -1.2917 2.0297 -4.3795
21 H -1.5148 3.1183 -2.9925
22 H -1.3233 -3.4637 -1.5413
23 Te -2.0496 1.0541 2.1953
24 C -0.9850 1.3191 4.0005
25 C 0.4066 1.2566 4.0756
26 C 1.0631 1.4502 5.2829
27 C 0.3457 1.7080 6.4431
28 C -1.0394 1.7710 6.3795
29 C -1.6954 1.5802 5.1722
30 H 0.9889 1.0606 3.1846
31 H 2.1452 1.4029 5.3100
32 H 0.8602 1.8598 7.3841
33 H -1.6154 1.9724 7.2757
34 H -2.7770 1.6360 5.1385
35 F 4.7577 -0.3708 1.3861
36 C 4.2456 -1.0869 0.3894
37 F 4.3666 -2.3785 0.7019
38 F 4.9332 -0.8679 -0.7168
39 S 2.4165 -0.7443 0.1489
40 O 1.7359 -1.7642 0.8836
41 O 2.2454 -0.6321 -1.2676
42 N 2.0072 0.6418 0.9084
43 S 2.9285 1.9526 0.6064
44 O 3.9574 1.6875 -0.3526
45 O 3.2236 2.5940 1.8455
46 C 1.7708 3.1127 -0.2384
47 F 0.5919 3.1150 0.3837
48 F 2.2767 4.3421 -0.2039
49 F 1.5935 2.7642 -1.5067

Output
* Kohn-Sham gap: 6.664 eV
* E: -3101.52257 a.u.
* net charge: -1
* energy relative to the best compared isomer or geometry (same formula, charge and spin): 22.2 kJ/mol

Löwdin population analysis, charges in e, atoms 1 to 6: atom 1 (Mg): 0.427, atom 2 (C): -0.088, atom 3 (O): -0.080, atom 4 (C): -0.283, atom 5 (C): -0.025, atom 6 (C): -0.040

***

(3)
This record from OMol25 describes a molecular structure, C5H7NO. The level of theory is the ωB97M-V functional and the def2-TZVPD basis.

CARTESIAN COORDINATES (ANGSTROEM)
1 O 2.7705 -0.2148 -1.0878
2 C 1.5143 0.0809 -0.6704
3 C 0.6736 -0.7720 -0.0748
4 C -0.5644 -0.3000 0.6395
5 C -1.9183 -0.0629 -0.1081
6 N -1.6871 1.4083 -0.0140
7 C -0.6441 1.2005 0.6970
8 H 3.0480 -1.0022 -0.6063
9 H 1.2988 1.1286 -0.8802
10 H 0.9531 -1.8262 0.0125
11 H -0.6656 -0.8365 1.5923
12 H -2.0050 -0.4518 -1.1243
13 H -2.8071 -0.3277 0.4776
14 H 0.0091 1.9564 1.1399

Output
* Kohn-Sham gap: 9.825 eV
* E: -324.62880 a.u.
* net charge: 0
* energy relative to the best compared isomer or geometry (same formula, charge and spin): 251.2 kJ/mol

Löwdin population analysis, charges in e, atoms 1 to 6: atom 1 (O): 0.009, atom 2 (C): -0.204, atom 3 (C): -0.067, atom 4 (C): -0.270, atom 5 (C): -0.159, atom 6 (N): 0.079

***

(4)
This record from OMol25 describes 2 unconnected molecules or ions with the total composition C5H10N at a distorted geometry. The level of theory is the ωB97M-V functional and the def2-TZVPD basis.

CARTESIAN COORDINATES (ANGSTROEM)
1 C 1.4744 1.6981 1.2563
2 C 2.1901 0.7568 0.5777
3 H 1.0810 1.6181 2.2834
4 H 1.2883 2.6108 0.7424
5 H 2.3933 -0.2501 0.9455
6 H 2.3948 0.9659 -0.4382
7 C -1.4441 -1.2316 -0.3127
8 C -1.1094 -2.3021 0.4059
9 C -1.0296 0.7099 -1.5636
10 N -0.6105 -0.1842 -0.7262
11 H -2.4771 -1.0751 -0.6436
12 H -0.0810 -2.6063 0.5579
13 H -1.8915 -2.8685 0.8721
14 H -0.3627 1.5475 -1.8386
15 H -2.0152 0.6082 -1.9601
16 H 0.1992 0.0025 -0.1582

Output
* Kohn-Sham gap: 8.627 eV
* E: -250.92070 a.u.
* net charge: +1
* energy relative to the best compared isomer or geometry (same formula, charge and spin): 222.1 kJ/mol

Löwdin population analysis, charges in e, atoms 1 to 6: atom 1 (C): -0.037, atom 2 (C): -0.073, atom 3 (H): 0.073, atom 4 (H): 0.043, atom 5 (H): 0.064, atom 6 (H): 0.040

***

(5)
This record from OMol25 describes a gas-phase ion, C10H12IO3S (charge -1) at a distorted geometry. The level of theory is the ωB97M-V functional and the def2-TZVPD basis.

CARTESIAN COORDINATES (ANGSTROEM)
1 C -1.3515 -0.4174 1.7981
2 C -2.1126 -1.0221 0.6141
3 C -0.5891 0.9322 -0.1858
4 C 1.2948 0.1792 1.1620
5 C -0.2206 0.2802 1.1135
6 C -0.1583 -0.2789 -0.9913
7 C -1.6626 -0.3617 -0.7017
8 C 0.5996 -0.7695 0.2396
9 C 3.3388 1.0101 -0.1173
10 C 2.1066 1.4250 0.6929
11 O -1.9609 -0.7087 -3.1608
12 O -3.9794 -0.8484 -1.6222
13 O 0.2142 -0.3364 -2.3129
14 S -2.8354 -0.0694 -2.1098
15 I 0.8564 -2.7778 0.7666
16 H -2.0757 0.2013 2.4086
17 H -0.9647 -1.2560 2.3654
18 H -2.0828 -2.1815 0.3576
19 H -3.1030 -0.8241 0.6874
20 H -0.8346 1.9553 -0.6341
21 H 1.6527 -0.3031 2.0666
22 H 2.9842 0.2669 -0.8874
23 H 4.1877 0.6803 0.5355
24 H 3.7585 1.8251 -0.7181
25 H 1.3590 1.9578 0.0181
26 H 2.2427 2.1019 1.4246
27 H -0.6639 -0.6604 -2.8092

Output
* Kohn-Sham gap: 6.684 eV
* E: -1309.74839 a.u.
* net charge: -1
* energy relative to the best compared isomer or geometry (same formula, charge and spin): 105.9 kJ/mol

Löwdin population analysis, charges in e, atoms 1 to 6: atom 1 (C): -0.148, atom 2 (C): -0.197, atom 3 (C): -0.035, atom 4 (C): -0.239, atom 5 (C): -0.288, atom 6 (C): -0.495

***

(6)
This record from OMol25 describes a molecular structure, C24H45NO3P2Yb at a distorted geometry. The level of theory is the ωB97M-V functional and the def2-TZVPD basis.

CARTESIAN COORDINATES (ANGSTROEM)
1 Yb -0.2191 -0.4932 -1.5091
2 C -2.2732 1.6992 0.0951
3 C -2.6658 0.8101 -0.9354
4 C -2.4668 -0.4064 1.0049
5 C -2.2188 0.9559 1.2976
6 C -2.7215 -0.5119 -0.3847
7 C -2.1233 3.1650 -0.0440
8 H -1.8300 3.4170 -1.0642
9 H -1.3417 3.5309 0.6272
10 H -3.0554 3.7060 0.1662
11 C -2.0860 1.5000 2.6642
12 H -1.6576 2.5123 2.6628
13 H -1.4474 0.8745 3.3051
14 H -3.0672 1.5507 3.1670
15 C -2.5583 -1.4907 1.9950
16 H -3.5473 -1.4890 2.4751
17 H -1.7879 -1.3802 2.7644
18 H -2.3974 -2.4609 1.5210
19 C -3.0518 -1.7476 -1.1245
20 H -4.1360 -1.8517 -1.2949
21 H -2.6980 -2.6353 -0.5856
22 H -2.5890 -1.7663 -2.1238
23 C -3.1084 1.1917 -2.2861
24 H -4.1070 1.6591 -2.2919
25 H -3.1832 0.3201 -2.9451
26 H -2.4184 1.9022 -2.7577
27 C 1.5375 0.5046 -2.6202
28 C 0.4854 1.3331 -2.8462
29 C -0.0866 1.5091 -4.2342
30 C -0.9996 0.3773 -4.8062
31 C -1.1485 -0.8589 -3.9591
32 C -0.0893 -1.6801 -3.7392
33 C 1.2532 -1.3996 -4.3899
34 C 2.1500 -0.3229 -3.7252
35 H 0.7343 1.6755 -4.9640
36 H -0.6039 0.1375 -5.8142
37 H -0.6496 2.4605 -4.2587
38 H 2.5248 0.3623 -4.5177
39 H 2.0168 0.4141 -1.6214
40 H 0.1483 2.0417 -2.0702
41 H 3.0494 -0.8200 -3.3149
42 H 1.8064 -2.3532 -4.4735
43 H -0.2280 -2.7053 -3.3628
44 H 1.1273 -1.1003 -5.4474
45 H -2.0015 0.7920 -5.0214
46 H -2.1828 -1.2157 -3.8412
47 P 1.9799 2.3658 0.4366
48 C 1.6338 3.1314 2.0722
49 H 2.4303 3.8763 2.2611
50 H 1.6362 2.3213 2.8255
51 H 0.6401 3.6187 2.0410
52 C 3.5594 1.5079 0.8242
53 H 4.2681 2.2705 1.1886
54 H 3.9377 1.0384 -0.0998
55 H 3.3658 0.7414 1.5965
56 C 2.5467 3.7993 -0.5217
57 H 2.9509 3.4267 -1.4701
58 H 3.3048 4.3286 0.0663
59 H 1.6735 4.4333 -0.7190
60 P 1.1522 -2.8971 -0.3652
61 C 0.0728 -4.2290 -1.0229
62 H 0.7164 -5.0858 -1.2839
63 H -0.4737 -3.8714 -1.9167
64 H -0.6615 -4.4947 -0.2426
65 C 2.6893 -3.1346 -1.3321
66 H 2.5055 -2.9811 -2.4111
67 H 3.0476 -4.1584 -1.1473
68 H 3.4334 -2.3965 -0.9885
69 C 1.6202 -3.5293 1.2817
70 H 1.7239 -4.6271 1.2195
71 H 0.8569 -3.2363 2.0256
72 H 2.5792 -3.0596 1.5628
73 O 0.2303 -1.3011 2.7924
74 N 0.9220 -0.3987 2.2612
75 O 1.7818 0.2424 2.9089
76 O 0.7695 -0.1516 0.9808

Output
* Kohn-Sham gap (spin up / spin down): 6.248 / 5.412 eV
* ⟨S²⟩: 0.77
* E: -3062.91972 a.u.
* spin multiplicity: 2
* net charge: +1

Löwdin population analysis, charges in e, atoms 1 to 6: atom 1 (Yb): 1.315, atom 2 (C): -0.216, atom 3 (C): -0.249, atom 4 (C): -0.182, atom 5 (C): -0.163, atom 6 (C): -0.297

***

(7)
This record from OMol25 describes a molecular structure, C23H33Cl2HgN4O4 at a distorted geometry. The level of theory is the ωB97M-V functional and the def2-TZVPD basis.

CARTESIAN COORDINATES (ANGSTROEM)
1 O 0.3603 -2.5833 1.9810
2 C 1.5810 -2.8211 1.8798
3 C 1.9258 -4.2194 2.0206
4 C 0.9318 -5.1167 2.4778
5 H -0.0365 -4.7386 2.7910
6 C 1.1168 -6.5036 2.4086
7 H 0.3282 -7.1849 2.7215
8 C 2.3492 -7.0981 2.0724
9 H 2.5516 -8.2001 2.1338
10 C 3.3593 -6.2209 1.6731
11 H 4.3586 -6.6461 1.4530
12 C 3.1658 -4.8133 1.6536
13 H 3.9626 -4.1738 1.3032
14 H 2.2997 -1.9844 1.5201
15 C 3.0985 -1.0238 3.5686
16 C 2.7020 -0.7528 2.1680
17 H 3.7519 -0.1903 3.8542
18 H 3.6427 -1.9719 3.6932
19 H 2.2830 -1.0540 4.3102
20 C 2.2915 0.4225 1.6453
21 C 2.6702 1.8206 2.0726
22 H 1.5936 0.5797 0.7923
23 H 3.4639 1.8286 2.8196
24 H 1.8143 2.3909 2.4362
25 H 2.9696 2.3950 1.1871
26 Hg -0.3775 -0.8789 0.7002
27 Cl -1.7460 0.0056 2.4604
28 Cl 0.8021 -1.7751 -1.3357
29 C -1.4135 2.9230 1.6583
30 O -0.8389 2.6799 0.6263
31 N -2.2762 3.9455 1.8567
32 C -2.5843 4.8096 0.7383
33 C -2.8095 4.3357 3.1479
34 H -1.2939 2.2930 2.5601
35 H -2.5037 4.2464 -0.1945
36 H -1.8954 5.6676 0.7061
37 H -3.6027 5.1858 0.8796
38 H -2.7631 3.5048 3.8618
39 H -3.8529 4.6472 3.0251
40 H -2.2633 5.1870 3.5824
41 H 1.2273 3.3889 -4.9515
42 H 1.4493 0.6724 -5.6134
43 C 1.7185 3.0477 -4.0285
44 C 1.9286 0.6564 -4.6258
45 N 1.3867 1.6653 -3.7303
46 H 1.3919 3.6837 -3.1937
47 C 1.2302 1.3301 -2.4197
48 O 1.4265 2.0502 -1.4273
49 H 1.7639 -0.3232 -4.1810
50 H 0.8801 0.3065 -2.3477
51 H 2.8077 3.1776 -4.1739
52 H 3.0106 0.7936 -4.7742
53 N -4.5859 1.9798 -3.5202
54 C -3.4595 1.8376 -2.7790
55 O -2.8090 2.8365 -2.4512
56 C -3.1099 0.4428 -2.3839
57 C -3.6378 -0.7505 -2.9127
58 C -3.2794 -1.9648 -2.3587
59 C -2.4832 -1.9968 -1.2175
60 N -1.9754 -0.8395 -0.7727
61 C -2.1668 0.3439 -1.3686
62 H -4.9533 2.8936 -3.6975
63 H -5.1740 1.1895 -3.7779
64 H -4.3194 -0.6981 -3.7616
65 H -3.5985 -2.9114 -2.7975
66 H -2.1968 -2.9103 -0.6802
67 H -1.5890 1.1815 -0.9635

Output
* Kohn-Sham gap (spin up / spin down): 3.688 / 5.225 eV
* E: -2489.91938 a.u.
* net charge: -1
* energy relative to the best compared isomer or geometry (same formula, charge and spin): 300.5 kJ/mol

Löwdin population analysis, charges in e, atoms 1 to 6: atom 1 (O): -0.249, atom 2 (C): -0.362, atom 3 (C): -0.212, atom 4 (C): -0.053, atom 5 (H): 0.096, atom 6 (C): -0.127

***

(8)
This record from OMol25 describes a molecular structure, C19H13HgN3O4S2 at a distorted geometry. The level of theory is the ωB97M-V functional and the def2-TZVPD basis.

CARTESIAN COORDINATES (ANGSTROEM)
1 Hg 8.2858 -14.1725 -10.5388
2 O 6.5721 -15.6787 -11.1887
3 N 7.0591 -16.6910 -11.8505
4 C 6.3505 -17.3393 -12.7845
5 C 6.9543 -18.3159 -13.6208
6 C 8.2259 -18.8463 -13.3093
7 C 8.8820 -18.2599 -12.1426
8 C 8.4066 -17.0880 -11.5708
9 S 9.3693 -16.3889 -10.3278
10 H 5.3020 -16.9927 -12.9101
11 H 6.2928 -18.5920 -14.4351
12 H 8.5512 -19.7821 -13.7678
13 H 9.8407 -18.6179 -11.7637
14 N 10.7960 -13.0710 -11.7155
15 C 10.8790 -12.9530 -12.8951
16 C 10.9857 -12.8785 -14.2829
17 C 9.9858 -12.3658 -15.0624
18 C 10.1177 -12.3486 -16.4433
19 C 11.2910 -12.7793 -17.0640
20 C 12.3700 -13.1724 -16.2359
21 C 12.2570 -13.1708 -14.8710
22 H 8.9660 -12.1298 -14.7505
23 H 9.2645 -12.0920 -17.0804
24 H 11.3550 -12.9171 -18.1390
25 H 13.3182 -13.3694 -16.7174
26 H 13.0961 -13.2847 -14.1768
27 O 7.6117 -10.0239 -6.6576
28 S 7.3790 -9.5862 -8.0144
29 O 7.6346 -8.2099 -8.3699
30 N 8.2199 -10.5793 -9.0342
31 C 7.4375 -11.2444 -9.8523
32 O 7.8162 -12.0417 -10.7555
33 C 6.0152 -10.8020 -9.7530
34 C 4.9316 -11.2370 -10.5392
35 C 3.6512 -11.0953 -9.9959
36 C 3.4404 -10.3207 -8.8106
37 C 4.5291 -9.7359 -8.1441
38 C 5.7955 -10.0005 -8.6265
39 H 5.0542 -11.6976 -11.5483
40 H 2.8286 -11.5128 -10.5637
41 H 2.3617 -10.1778 -8.4720
42 H 4.3829 -9.1119 -7.2695

Output
* Kohn-Sham gap (spin up / spin down): 2.972 / 4.039 eV
* E: -2146.71337 a.u.
* net charge: -2

Löwdin population analysis, charges in e, atoms 1 to 6: atom 1 (Hg): 0.852, atom 2 (O): -0.305, atom 3 (N): -0.249, atom 4 (C): -0.059, atom 5 (C): -0.106, atom 6 (C): -0.076